(1)
A molecular structure, C15H8N2OS4Zr. Source: the Open Molecules 2025 dataset; level of theory: wB97M-V/def2-TZVPD.

Properties
ΔE to the lowest compared entry with this formula, charge and spin: 10.7 kcal/mol
HOMO: -14.435 eV
Total charge: +2
HOMO-LUMO gap: 6.16 eV

```
31
Properties=species:S:1:pos:R:3:forces:R:3
Zr -0.4785 1.1819 0.8961 -0.61 -0.08 0.17
C -2.4570 -2.6244 -0.7357 0.03 0.03 0.01
C -2.2356 -1.4203 -0.0686 -0.04 -0.04 0.00
N -1.0632 -0.7897 -0.0962 0.10 0.12 0.02
C -0.0310 -1.3430 -0.8074 0.08 0.05 0.00
C -0.1709 -2.5447 -1.5008 0.01 -0.06 -0.04
C -1.4274 -3.1847 -1.4497 0.00 0.01 0.01
C 0.9434 -3.0813 -2.2294 0.00 0.03 0.02
C 2.1295 -2.4364 -2.2523 -0.03 0.02 0.03
C 2.3009 -1.1977 -1.5481 0.03 -0.03 -0.04
C 3.5174 -0.4832 -1.5389 0.00 0.01 0.00
C 3.6251 0.7004 -0.8478 -0.02 0.01 0.01
C 2.5152 1.1802 -0.1593 0.03 -0.04 -0.03
N 1.3515 0.5240 -0.1506 -0.18 0.04 0.08
C 1.2319 -0.6571 -0.8353 -0.09 -0.03 0.02
H -3.4286 -3.0932 -0.6799 0.00 0.00 0.00
H -3.0338 -0.9586 0.5025 0.00 0.00 0.00
H -1.5702 -4.1193 -1.9779 0.00 0.00 0.00
H 0.8119 -4.0150 -2.7601 0.00 0.00 0.00
H 2.9698 -2.8412 -2.8005 0.00 0.00 0.00
H 4.3674 -0.8772 -2.0825 0.00 0.00 0.00
H 4.5477 1.2620 -0.8281 0.00 0.00 0.00
H 2.5596 2.1095 0.3978 0.01 0.00 -0.01
O -4.0263 5.0823 4.5311 0.00 0.00 0.00
C -3.2695 4.4542 3.8792 -0.05 0.03 0.04
S -3.0547 4.6890 2.1038 -0.22 -0.25 0.16
C -1.8276 3.4683 1.9376 0.20 0.27 -0.42
C -1.4335 2.7952 3.0446 0.44 -0.14 0.27
S -0.0864 1.6501 3.1672 0.37 -0.01 0.06
S -2.1781 3.1926 4.5648 -0.33 -0.06 -0.16
S -1.0990 3.3776 0.3243 0.27 0.14 -0.20
```
Positions in Å, forces in eV/Å.

Partial atomic charges computed with the Mulliken method, in multiples of e: 1.233, -0.822, 0.017, -0.499, 0.359, 1.085, -0.499, -0.976, -0.978, 1.119, -0.452, -0.882, -0.073, -0.312, 0.003, 0.434, 0.432, 0.490, 0.438, 0.438, 0.494, 0.433, 0.471, -0.400, 0.567, -0.072, 0.339, 0.338, -0.325, -0.073, -0.325



(2)
A molecular structure, C16H10AlINO8S2. Source: the Open Molecules 2025 dataset; level of theory: wB97M-V/def2-TZVPD.

Properties
HOMO: -5.763 eV
Total charge: -1
HOMO-LUMO gap: 8.14 eV

```
39
Properties=species:S:1:pos:R:3:forces:R:3
Al -0.3006 0.3551 -0.8090 0.03 -0.10 0.05
I 2.8220 0.3103 -0.1101 0.00 0.02 0.00
C 2.3593 -1.5924 0.6189 0.01 0.00 0.01
C 3.3198 -2.2065 1.3722 -0.01 -0.01 0.00
C 3.1256 -3.5268 1.8228 0.00 0.01 -0.01
C 1.9937 -4.1955 1.4664 0.01 0.00 0.01
C 0.9951 -3.5740 0.6784 -0.01 -0.02 0.00
C -0.1468 -4.3146 0.2837 0.00 0.02 -0.01
C -1.0980 -3.7360 -0.4965 0.01 -0.01 0.01
C -0.9780 -2.3758 -0.8609 -0.01 0.00 0.00
C 0.0826 -1.5802 -0.4821 -0.02 0.02 -0.01
C 1.1292 -2.2179 0.2622 0.01 -0.01 0.00
H 4.2368 -1.6854 1.6107 0.00 0.00 0.00
H 3.8871 -4.0034 2.4270 0.00 0.00 0.00
H 1.8386 -5.2230 1.7756 0.00 0.00 0.00
H -0.2331 -5.3461 0.6067 0.00 0.00 0.00
H -1.9658 -4.2992 -0.8187 0.00 0.00 0.00
H -1.7894 -1.9558 -1.4436 -0.01 0.01 0.00
O -0.3256 0.9678 0.9128 0.00 0.06 -0.03
S -1.4386 1.6381 1.6966 0.03 -0.05 -0.01
O -0.9498 1.9695 3.0058 0.01 0.00 0.00
O -2.0828 2.6622 0.9333 -0.03 0.01 0.01
C -2.5918 0.2800 1.9244 -0.02 0.01 -0.01
C -2.6511 -0.2398 3.2104 -0.01 0.00 -0.01
C -3.4716 -1.3172 3.5064 0.00 0.00 0.00
C -4.2373 -1.8911 2.5077 0.00 0.00 0.00
C -4.1803 -1.3835 1.2192 0.00 0.00 0.00
C -3.3688 -0.2983 0.9135 0.02 0.00 0.02
S -3.4755 0.2471 -0.7947 0.00 0.02 0.01
O -4.2710 1.4340 -0.8320 0.01 0.00 0.00
O -3.9594 -0.8927 -1.5321 0.00 0.00 0.00
O -2.0492 0.5299 -1.1941 0.00 0.01 -0.04
H -2.0364 0.2197 3.9708 0.00 0.00 0.00
H -3.5016 -1.7074 4.5158 0.00 0.00 0.00
H -4.8757 -2.7386 2.7226 0.00 0.00 0.00
H -4.7574 -1.8293 0.4217 0.00 0.00 0.00
O 0.1793 0.3771 -2.8411 0.00 -0.01 -0.02
N 0.4892 1.5767 -2.7806 0.01 0.00 0.02
O 0.3726 2.0008 -1.5918 -0.02 0.03 0.00
```
Positions in Å, forces in eV/Å.

Partial atomic charges computed with the Mulliken method, in multiples of e: 0.442, 0.006, 0.009, -0.584, -0.554, -0.842, 1.057, -0.792, -1.222, -0.304, 0.155, 0.581, 0.362, 0.374, 0.338, 0.324, 0.420, 0.532, -0.144, 1.353, -0.740, -0.635, 0.098, -0.567, -0.505, -0.620, -0.602, -0.045, 1.447, -0.699, -0.739, -0.364, 0.535, 0.391, 0.382, 0.528, -0.354, 0.301, -0.323



(3)
A molecular structure, C16H10BrF5OPt in a non-equilibrium geometry. Source: the Open Molecules 2025 dataset; level of theory: wB97M-V/def2-TZVPD.

Properties
ΔE to the lowest compared entry with this formula, charge and spin: 0.0 kcal/mol
HOMO (alpha / beta): -6.312 / -7.951 eV
Multiplicity: 5
⟨S²⟩: 6.067
HOMO-LUMO gap (alpha / beta): 6.56 / 5.53 eV

```
34
Properties=species:S:1:pos:R:3:forces:R:3
C -1.6662 -0.3104 -1.4566 -1.50 0.45 1.17
C -1.7356 -0.8934 -0.0838 -0.05 0.39 -0.59
C -2.0301 0.1018 0.8260 0.16 -0.42 -0.90
H -1.6046 -1.9554 0.1024 -0.07 0.30 0.09
C -2.1504 1.3675 0.1215 -0.11 -0.31 -1.39
C -2.0035 1.1424 -1.2389 -0.12 -0.29 1.08
H -2.0891 1.8697 -2.0464 0.05 -0.13 0.39
H -2.1148 -0.8725 -2.2840 -0.14 0.20 0.46
H -2.2214 -0.0175 1.8903 0.20 -0.08 -0.22
H -2.3742 2.3106 0.6098 0.10 -0.10 -0.21
Pt 0.3500 -0.1785 -2.0868 0.70 -0.73 4.27
Br 2.4281 -0.2288 -0.7446 0.52 -0.04 0.16
C 1.7077 0.6758 -3.6570 -0.13 0.00 -1.56
C 0.4651 1.4050 -3.6772 0.06 -0.23 -0.47
C -0.5948 0.4761 -3.9692 0.49 0.06 -1.93
H 0.3560 2.4728 -3.5008 0.00 -0.38 0.06
C -0.0044 -0.8241 -4.1802 -0.19 0.80 -0.58
C 1.4158 -0.7041 -3.9750 0.18 0.69 -0.49
H 2.1494 -1.4996 -4.0566 -0.23 0.18 0.12
H 2.6922 1.0924 -3.4666 -0.35 -0.17 0.06
H -1.6485 0.7232 -4.0494 0.30 -0.11 0.05
H -0.5265 -1.7317 -4.4475 0.02 0.10 0.08
F 1.1346 0.6735 6.2848 0.05 -0.37 -0.91
C 1.0741 0.1624 5.0441 -0.11 0.31 0.86
C 0.9796 1.0208 3.9455 0.06 0.94 -0.03
F 1.0085 2.3628 4.1311 -0.02 -1.08 0.00
C 0.8504 0.5019 2.6867 -0.10 0.59 -1.02
F 0.7538 1.3340 1.6354 0.03 -0.74 1.02
C 0.7790 -0.9285 2.4461 -0.11 -0.30 -0.47
O 0.5547 -1.4291 1.3303 0.34 0.26 0.75
C 0.9439 -1.7618 3.6173 -0.13 -0.73 -0.09
F 0.9200 -3.0933 3.4274 0.03 1.13 0.35
C 1.0545 -1.2271 4.8729 0.14 -0.80 0.46
F 1.1467 -2.0370 5.9491 -0.05 0.63 -0.55
```
Positions in Å, forces in eV/Å.

Partial atomic charges computed with the Mulliken method, in multiples of e: -0.348, -0.890, -0.287, 0.430, -0.723, -0.420, 0.338, 0.578, 0.598, 0.433, 1.101, -0.510, -0.563, -0.328, -0.685, 0.352, -0.514, -0.277, 0.391, 0.473, 0.551, 0.375, -0.269, 0.603, -0.002, -0.290, 0.565, -0.300, 0.116, -0.471, 0.280, -0.271, 0.240, -0.277



(4)
A molecular structure, C16H10Cl2I2N3OPt. Source: the Open Molecules 2025 dataset; level of theory: wB97M-V/def2-TZVPD.

Properties
ΔE to the lowest compared entry with this formula, charge and spin: 22.0 kcal/mol
HOMO (alpha / beta): -10.837 / -10.837 eV
Total charge: +1
HOMO-LUMO gap (alpha / beta): 6.47 / 6.47 eV

```
35
Properties=species:S:1:pos:R:3:forces:R:3
Pt -0.7203 1.2812 -0.4072 0.41 -0.07 0.46
I -3.6693 -0.7928 3.3464 -0.02 0.00 0.05
C -2.8538 -1.5894 1.6215 -0.32 -0.34 0.31
C -2.9937 -2.9690 1.3351 0.03 0.21 0.06
C -2.5015 -3.5225 0.1837 -0.02 0.02 0.06
I -2.7544 -5.5557 -0.1510 -0.02 -0.08 -0.05
C -1.8282 -2.6968 -0.7483 0.09 0.00 -0.19
C -1.3201 -3.0874 -2.0064 -0.02 -0.03 0.02
C -0.7076 -2.1759 -2.8300 -0.08 0.01 -0.02
C -0.5450 -0.8551 -2.3983 -0.14 -0.14 -0.11
N -1.0002 -0.4680 -1.2251 0.34 -0.65 0.29
C -1.6693 -1.3427 -0.4022 0.18 -0.07 -0.56
C -2.1936 -0.7630 0.7553 0.03 0.84 0.14
O -2.0167 0.5527 0.9347 -0.92 -0.15 -0.15
H -3.5178 -3.5913 2.0477 0.01 0.02 0.01
H -1.4356 -4.1160 -2.3238 0.01 0.01 0.01
H -0.3426 -2.4593 -3.8069 -0.01 0.01 0.02
H -0.0433 -0.1110 -3.0050 -0.02 0.00 0.02
N 4.3426 2.8147 3.0360 -0.05 -0.06 -0.08
C 3.8976 2.1806 2.1882 -0.06 -0.07 -0.11
C 3.3214 1.4055 1.1149 0.12 0.13 0.23
C 4.0007 0.3496 0.5247 0.15 -0.04 0.04
C 3.3848 -0.3317 -0.5090 -0.01 -0.07 -0.02
C 2.1228 0.0553 -0.9122 0.09 0.24 0.12
N 1.4623 1.0714 -0.3346 0.18 0.28 -0.77
C 2.0546 1.7337 0.6604 -0.10 0.02 -0.11
H 4.9891 0.0758 0.8693 -0.02 0.01 -0.01
H 3.8739 -1.1604 -1.0015 -0.01 0.03 0.00
H 1.6233 -0.4517 -1.7211 0.08 -0.03 0.03
H 1.5059 2.5489 1.1071 0.00 -0.01 -0.02
Cl 0.5640 4.7639 1.6677 0.06 0.03 0.04
C -0.9794 4.9029 0.8742 -0.06 -0.05 0.01
Cl -1.2372 3.6845 -0.4497 0.24 0.06 0.34
H -1.0392 5.8601 0.3733 -0.07 0.03 -0.06
H -1.7742 4.7589 1.5922 -0.07 -0.06 0.02
```
Positions in Å, forces in eV/Å.

Partial atomic charges computed with the Mulliken method, in multiples of e: 0.765, 0.146, -0.642, -0.296, -0.472, 0.150, 0.867, -0.497, -0.821, -0.333, 0.149, 0.004, 0.994, -0.965, 0.355, 0.241, 0.424, 0.604, -0.399, -0.076, 0.349, -0.251, -0.796, 0.034, -0.406, 0.574, 0.515, 0.423, 0.357, -0.205, -0.099, -0.268, -0.072, 0.333, 0.317



(5)
A single C16H11Br2ClN2O4S molecule in a non-equilibrium geometry. Source: the Open Molecules 2025 dataset; level of theory: wB97M-V/def2-TZVPD.

Properties
ΔE to the lowest compared entry with this formula, charge and spin: 0.0 kcal/mol
HOMO: -8.872 eV
HOMO-LUMO gap: 8.60 eV

```
37
Properties=species:S:1:pos:R:3:forces:R:3
O 1.9129 1.0560 2.6226 0.60 0.24 1.22
O 0.4560 2.9425 -0.0664 0.73 0.32 0.19
O 2.6828 1.7735 -3.8839 -0.83 -0.23 1.41
O 4.3345 1.5732 -2.0859 -3.06 -0.37 0.02
Cl 0.2904 -3.8803 -0.4230 0.28 0.95 -0.31
Br -3.6483 -0.7293 6.6906 0.33 0.08 -0.63
Br -3.1338 0.7320 1.2288 -0.39 -0.02 -0.41
C 1.1820 1.0706 1.6695 -0.71 -1.00 1.40
C 1.4957 2.3969 -0.4182 -3.04 0.82 -0.04
C 1.3515 -2.2150 -2.3082 -0.51 -0.06 0.28
C -1.1533 -0.3078 5.2991 -0.73 0.16 0.17
C -3.1366 -0.0596 3.9317 0.45 -0.24 -0.42
C -0.3535 0.0593 4.1916 -0.36 -0.25 1.03
C 1.0927 -1.2795 -0.0768 0.01 -0.17 -1.21
C 1.9125 -1.0185 -2.7425 0.34 -0.03 -0.86
C 0.9354 -2.3316 -0.9923 0.38 -0.09 0.37
C -2.5603 -0.3531 5.1500 1.08 0.18 0.36
C -2.3023 0.2598 2.8439 -0.37 0.45 0.66
C -0.9149 0.4038 2.9468 0.25 -0.36 0.06
C 1.6256 -0.0671 -0.5309 0.84 -0.29 -0.76
C 2.0921 0.0309 -1.8703 -0.67 0.57 0.89
N -0.1750 0.7975 1.7974 0.24 0.35 -1.37
N 2.1123 2.8408 -1.5600 1.71 -2.35 -0.47
C 1.8827 1.1380 0.3373 -0.13 0.39 -1.12
C 1.7165 4.0199 -2.3065 -0.67 0.32 -1.35
S 2.9014 1.5689 -2.4650 3.37 0.51 -0.24
H 1.1529 -3.0542 -2.9602 0.27 0.14 -0.23
H -0.7765 -0.5084 6.3449 0.02 0.22 -1.63
H -4.2129 -0.1125 3.8157 0.15 0.11 -0.15
H 0.7112 0.0828 4.3460 0.11 0.17 -0.19
H 0.7632 -1.4906 0.9185 -0.01 0.42 0.53
H 2.2221 -0.8964 -3.7822 -0.09 -0.11 0.27
H -0.6914 0.9539 0.9177 0.07 -0.13 1.02
H 2.9432 1.2063 0.5583 0.23 -0.22 0.23
H 2.5557 4.3821 -2.9458 -0.53 -0.55 0.55
H 1.4591 4.8439 -1.6318 -0.10 -0.52 0.01
H 0.8538 3.7508 -2.9808 0.75 0.58 0.71
```
Positions in Å, forces in eV/Å.

Partial atomic charges computed with the Mulliken method, in multiples of e: -0.634, -0.613, -0.656, -0.666, -0.210, -0.192, -0.222, -0.278, 0.322, -0.737, -0.668, -0.685, -0.159, -0.813, -0.294, 0.112, 0.098, 0.308, 0.330, 0.540, -0.404, 0.064, 0.070, 0.725, -0.875, 1.236, 0.429, 0.325, 0.408, 0.441, 0.587, 0.447, 0.147, 0.525, 0.311, 0.362, 0.320